C20H36AlBeF8N2O3 as an isolated structure at a distorted geometry. Source: the OMol25 dataset; level of theory: ωB97M-V/def2-TZVPD.

Structure (XYZ):
```
71
Properties=species:S:1:pos:R:3:forces:R:3
C 4.74254 -2.98757 -0.37396 -0.3 0.1 0.1
C 4.48339 -2.27330 -1.71102 0.2 -0.2 -0.4
N 4.17087 -0.87251 -1.54383 0.0 -0.3 2.0
Al 2.52252 -0.20955 -1.09225 -1.0 0.1 -2.6
C 2.73411 -0.30240 1.08107 1.0 0.0 2.2
C 1.48717 -0.97702 1.50412 -0.1 -0.7 -0.9
C 1.21136 -0.34363 2.92502 0.0 0.4 0.2
C -0.11941 0.40067 2.97433 -0.1 0.1 -0.1
C -1.33077 -0.52193 3.17791 0.0 -0.2 -0.3
O -2.34439 0.16910 3.86254 -0.1 0.0 0.0
C -3.55124 0.36636 3.12644 -0.1 -0.1 -0.1
C -3.42493 1.45156 2.06156 0.1 0.1 0.0
C 1.09343 -1.33618 -1.82925 -0.1 0.0 0.4
C -0.20688 -0.56138 -1.93382 -0.2 0.1 -0.1
O -1.24656 -1.25177 -2.65612 0.1 -0.1 0.0
C -1.74626 -2.42051 -2.07127 0.0 0.0 0.0
C -2.76258 -2.14274 -0.97908 -0.4 -0.2 -0.4
F -2.21394 -1.59675 0.13733 0.2 0.1 0.0
F -3.28050 -3.34097 -0.60849 0.0 0.0 0.1
C -3.97877 -1.25984 -1.38499 0.0 0.1 -0.5
F -4.61423 -1.86806 -2.44831 0.4 0.4 0.3
F -4.82671 -1.27003 -0.35584 -0.1 0.0 0.3
C -3.73583 0.23069 -1.81302 -0.1 -0.3 0.2
F -4.84326 0.89576 -1.45635 0.0 0.2 0.0
F -2.70769 0.72841 -1.09155 0.0 0.1 -0.1
C -3.48257 0.44478 -3.34389 0.1 -0.2 -0.1
F -4.52939 1.11434 -3.85792 0.0 0.0 -0.1
F -2.37752 1.19968 -3.50483 0.1 0.2 0.0
C 2.41646 1.74487 -1.44881 0.1 0.8 0.4
C 1.58721 2.33004 -0.34981 0.1 0.2 -0.5
O 0.45836 1.94208 -0.11276 0.2 -0.4 0.3
N 2.23248 3.31987 0.42294 -0.5 -0.1 0.6
C 2.08761 4.63127 -0.23593 0.4 0.1 -0.3
C 1.68149 3.39634 1.78421 -0.1 0.2 0.0
H 3.79017 -3.15182 0.14230 0.1 0.0 0.0
H 5.37882 -2.38377 0.28117 0.1 -0.1 -0.2
H 5.21721 -3.95376 -0.55104 0.0 0.1 0.1
H 3.67661 -2.75350 -2.27027 0.1 0.0 0.1
H 5.39927 -2.35933 -2.31364 -0.1 0.1 0.0
H 4.95820 -0.42832 -1.06700 0.1 0.2 -0.4
H 3.65869 -0.80270 1.36701 -0.1 0.0 -0.2
H 2.81845 0.77154 1.28072 -0.1 0.0 -0.8
H 1.65350 -2.05370 1.57391 -0.1 0.1 -0.1
H 0.62578 -0.80994 0.84760 0.0 0.2 0.3
H 2.01383 0.34361 3.22502 0.0 -0.1 0.0
H 1.25433 -1.16713 3.64819 0.1 0.0 -0.2
H -0.25389 0.98655 2.05467 0.0 0.0 0.2
H -0.09948 1.11754 3.80182 0.0 -0.2 0.0
H -1.04230 -1.40880 3.76239 0.0 0.2 0.0
H -1.70703 -0.88177 2.21128 0.1 0.0 0.2
H -4.30646 0.63490 3.86761 0.2 0.0 0.0
H -3.86790 -0.58757 2.68051 0.0 0.1 0.0
H -2.72409 2.21947 2.40541 -0.1 0.0 0.0
H -3.06647 1.06439 1.10301 0.0 0.1 0.3
H -4.38807 1.94075 1.89417 0.1 -0.1 -0.1
H 0.96993 -2.19939 -1.15905 0.0 -0.1 -0.2
H 1.39105 -1.70528 -2.81942 0.0 0.0 0.1
H -0.09091 0.36814 -2.49642 0.0 -0.1 0.0
H -0.58113 -0.25989 -0.95145 0.1 -0.1 -0.1
H -2.27151 -2.98460 -2.84786 0.1 0.1 0.1
H -0.97732 -3.08087 -1.65062 0.0 0.1 0.0
H -3.34922 -0.48838 -3.88997 0.0 0.1 0.1
H 1.90583 1.83788 -2.41517 0.0 -0.3 0.1
H 3.39155 2.23290 -1.49661 -0.1 -0.1 -0.1
H 2.61284 4.63917 -1.19486 -0.1 0.0 0.1
H 1.03081 4.87091 -0.41202 0.1 0.0 0.1
H 2.53164 5.39698 0.40157 0.0 -0.1 -0.1
H 1.66648 2.40870 2.24982 0.0 0.1 -0.1
H 2.32548 4.05100 2.37575 -0.1 -0.1 -0.1
H 0.65775 3.78886 1.80566 0.1 0.0 0.0
Be -5.78794 -4.04247 -2.29855 -0.3 -0.5 -0.1
```
Positions in Å, forces in eV/Å.

**Total charge**: +1
**HOMO energy**: -0.342 Ha
**Kohn-Sham gap**: 1.43 eV
**LUMO level**: -7.88 eV

=====

H5N3S as an isolated structure at a distorted geometry. Source: the OMol25 dataset; level of theory: ωB97M-V/def2-TZVPD.

Structure (XYZ):
```
9
Properties=species:S:1:pos:R:3:forces:R:3
N -0.33647 -1.84613 0.24789 1.3 -3.1 2.3
N 0.09925 2.27369 -0.02829 -2.3 0.8 2.0
N -0.07091 -0.84353 -0.52810 2.8 2.9 -2.3
S 0.86582 0.94156 0.67753 -0.7 -1.0 -0.2
H 0.46841 -2.45023 0.64710 -1.6 1.4 -0.8
H -1.00819 -1.60427 0.98096 0.3 -0.2 -0.5
H -0.94786 2.53024 0.15934 2.5 -1.2 0.2
H 0.12514 2.02453 -0.95644 0.2 0.2 -2.9
H 0.80482 -1.02585 -1.20001 -2.4 0.2 2.2
```
Positions in Å, forces in eV/Å.

**Energy relative to the best compared isomer or geometry (same formula, charge and spin)**: 46.7 kcal/mol
**Total charge**: 0
**HOMO energy (spin up / spin down)**: -0.278 / -0.280 Ha
**Kohn-Sham gap (spin up / spin down)**: 7.96 / 7.75 eV
**LUMO level (spin up / spin down)**: 0.41 / 0.13 eV

=====

A 4-piece molecular cluster, C2H10O3 overall at a distorted geometry. Source: the OMol25 dataset; level of theory: ωB97M-V/def2-TZVPD.

Structure (XYZ):
```
15
Properties=species:S:1:pos:R:3:forces:R:3
C -3.53805 -3.13049 -1.33628 5.7 1.0 -0.5
C -2.15958 -3.11475 -1.75175 -6.2 0.8 3.4
H -4.30831 -3.34104 -2.01675 -0.9 -0.7 -0.7
H -3.79409 -2.73522 -0.34843 0.0 -0.2 -0.4
H -1.92193 -3.46567 -2.69404 0.8 -0.5 -1.7
H -1.49479 -2.62951 -1.05613 0.6 -0.4 -0.2
O -0.30797 1.63358 1.24805 1.5 -1.7 -0.4
H 0.27811 1.27864 0.53220 -0.9 0.3 1.0
H -0.69008 2.40256 0.87630 -0.7 1.3 -0.6
O 3.10646 3.14568 2.22636 1.8 -0.2 -1.3
H 2.35198 3.28829 2.75126 -1.3 -0.2 1.2
H 3.56011 2.31798 2.45774 -0.6 0.5 0.1
O 3.17353 1.18490 -0.06719 -2.4 0.2 2.2
H 2.33548 1.71001 0.09559 1.7 -0.8 0.1
H 3.40913 1.45504 -0.91693 0.8 0.6 -2.2
```
Positions in Å, forces in eV/Å.

**Energy relative to the best compared isomer or geometry (same formula, charge and spin)**: 38.5 kcal/mol
**Total charge**: 0
**HOMO energy**: -0.356 Ha
**Kohn-Sham gap**: 10.13 eV
**Structure (SMILES)**: C=C.O.O.O
**LUMO level**: 0.46 eV

=====

An isolated molecule of C5H11N at a distorted geometry. Source: the OMol25 dataset; level of theory: ωB97M-V/def2-TZVPD.

Structure (XYZ):
```
17
Properties=species:S:1:pos:R:3:forces:R:3
C -0.21190 2.01771 1.25821 2.8 -1.8 -0.7
C -0.63790 0.57650 0.97718 -2.9 -1.2 -0.5
C 0.06955 -0.20771 -0.15315 -2.7 2.1 0.0
C 0.99228 -1.20924 0.36052 2.5 0.8 0.0
C -0.27947 -0.13934 -1.47585 2.0 -4.5 3.3
N 0.00309 -1.28842 -2.23992 0.5 -0.2 -1.4
H 0.52324 2.50704 0.58012 -0.6 -0.9 -0.1
H -1.03513 2.60563 1.27539 -2.4 2.0 0.5
H 0.32185 1.96300 2.16681 0.3 0.6 1.5
H -0.74725 -0.14488 1.88729 1.2 1.5 -1.1
H -1.80510 0.59751 0.83255 1.9 0.2 -0.6
H 0.80438 -2.16828 -0.09282 0.6 -0.6 0.2
H 1.08681 -1.25901 1.45188 -0.7 -0.2 -0.3
H 1.99973 -0.74028 0.10534 -0.6 -1.4 -0.2
H -0.91068 0.48261 -1.95963 -1.9 2.3 -0.9
H 0.25874 -2.18457 -1.82351 -0.2 0.9 -0.1
H -0.43223 -1.40826 -3.15042 0.2 0.3 0.5
```
Positions in Å, forces in eV/Å.

**Energy relative to the best compared isomer or geometry (same formula, charge and spin)**: 50.9 kcal/mol
**Total charge**: 0
**HOMO energy**: -0.267 Ha
**Kohn-Sham gap**: 8.38 eV
**Structure (SMILES)**: CC/C(C)=C/N
**LUMO level**: 1.12 eV

=====

An isolated molecule of C14H15NO2S. Source: the OMol25 dataset; level of theory: ωB97M-V/def2-TZVPD.

Structure (XYZ):
```
33
Properties=species:S:1:pos:R:3:forces:R:3
O 0.73701 -0.12072 -2.09615 -0.2 0.0 -0.1
C 1.26146 -0.72426 -1.19052 0.6 0.0 -0.2
C 2.74056 -1.10400 -1.24174 0.2 0.1 0.4
S 3.60969 -1.01115 0.35690 0.3 0.0 -0.2
C 4.06550 0.75339 0.40327 -0.4 -0.2 -0.1
C 2.85423 1.67882 0.44942 0.2 0.0 -0.3
O 2.05933 1.48176 1.58446 -0.2 -0.1 0.4
N 0.64455 -1.14801 -0.05569 -0.1 -0.2 0.5
C -0.75434 -1.22505 0.14730 -0.3 -0.4 -0.1
C -1.28225 -2.44503 0.49604 0.3 0.3 -0.1
C -2.66059 -2.60597 0.67450 -0.3 0.1 0.1
C -3.50249 -1.54566 0.49268 0.0 -0.2 0.1
C -2.99374 -0.27133 0.16970 0.3 0.0 0.0
C -3.84999 0.83939 0.01679 -0.1 0.3 -0.1
C -3.34804 2.08200 -0.24645 -0.3 -0.2 0.0
C -1.96246 2.27123 -0.34844 0.3 -0.1 0.0
C -1.10511 1.21485 -0.21869 0.0 0.3 0.0
C -1.59150 -0.08751 0.01594 -0.3 -0.1 0.1
H 3.25849 -0.47995 -1.96955 -0.2 0.0 0.0
H 2.81659 -2.14640 -1.55796 0.0 0.0 -0.1
H 4.68619 0.96551 -0.46716 0.1 0.1 0.0
H 4.65828 0.85626 1.31175 0.0 0.0 0.0
H 2.26612 1.56265 -0.47343 0.1 0.1 0.0
H 3.20216 2.71431 0.50081 0.0 -0.1 -0.1
H 1.78673 0.55455 1.61384 0.0 0.1 -0.1
H 1.19120 -1.77904 0.52028 -0.1 0.3 -0.1
H -0.62652 -3.29605 0.61957 0.1 -0.1 -0.1
H -3.04691 -3.57826 0.94114 -0.1 -0.1 0.0
H -4.56993 -1.66465 0.60724 -0.1 0.0 0.0
H -4.91479 0.68563 0.11977 -0.1 0.0 0.0
H -4.01138 2.92649 -0.36332 -0.1 0.0 0.0
H -1.57335 3.26251 -0.52648 0.1 0.1 0.0
H -0.04470 1.38367 -0.28582 0.1 0.0 0.0
```
Positions in Å, forces in eV/Å.

**Energy relative to the best compared isomer or geometry (same formula, charge and spin)**: 5.0 kcal/mol
**Total charge**: 0
**HOMO energy**: -0.296 Ha
**Kohn-Sham gap**: 8.51 eV
**Structure (SMILES)**: O=C(CSCCO)Nc1cccc2ccccc12
**LUMO level**: 0.46 eV

=====

A 4-piece molecular cluster, C22H20N2O7P overall at a distorted geometry. Source: the OMol25 dataset; level of theory: ωB97M-V/def2-TZVPD.

Structure (XYZ):
```
52
Properties=species:S:1:pos:R:3:forces:R:3
C 5.43191 0.42693 -2.61242 -1.2 -0.1 1.1
P 4.09253 -0.45382 -3.51662 0.6 -0.6 -1.9
O 3.94176 -1.95360 -2.80622 -0.6 1.3 0.3
C 2.53849 0.40474 -3.02084 2.3 -1.7 0.0
C 2.42985 1.53507 -2.31090 -1.2 -0.3 -0.3
N 1.04880 1.73693 -2.22361 1.3 2.0 1.3
C 0.41161 0.78169 -2.80889 -1.6 -1.5 -1.1
N 1.28288 -0.07570 -3.33459 0.4 0.9 0.5
H 6.25418 -0.28031 -2.51163 0.1 0.1 -0.2
H 5.73341 1.34174 -3.11848 0.1 -0.2 -0.2
H 5.09603 0.67312 -1.59611 0.3 0.1 0.0
H 3.32954 -1.86751 -2.06190 0.3 -0.5 0.3
H 3.22694 2.12830 -1.90476 -0.3 0.3 0.2
H 0.61596 2.52741 -1.75892 -0.4 -0.1 -0.2
H -0.65441 0.65876 -2.91086 0.0 0.3 0.2
H 1.06784 -0.91918 -3.84710 0.0 0.0 0.0
C -2.50784 -2.16623 0.97604 0.0 0.0 0.1
C -2.18252 -1.78802 2.21192 0.0 0.1 -0.1
C -0.95009 -0.99674 2.46996 -0.1 -0.1 0.1
O -0.63653 -0.63969 3.58120 0.0 0.2 0.0
C -0.10116 -0.64818 1.29778 0.1 0.0 -0.1
C -0.43489 -1.03403 0.07150 0.1 0.1 0.1
C -1.66143 -1.82029 -0.18542 -0.2 -0.1 -0.1
O -1.95032 -2.15857 -1.31634 0.1 0.1 -0.1
H -3.40034 -2.74029 0.76376 0.0 0.0 0.0
H -2.79037 -2.03453 3.07030 0.1 0.0 0.1
H 0.79142 -0.07019 1.50493 0.0 0.0 0.1
H 0.16501 -0.79772 -0.79783 0.1 -0.1 0.0
C -0.21485 -2.29573 6.34749 0.1 0.0 0.0
C 0.31458 -2.32362 7.56828 0.0 0.0 -0.1
C 0.06191 -3.45553 8.49392 0.0 0.0 0.1
O 0.54231 -3.47969 9.60496 0.0 0.0 0.0
C -0.80387 -4.55728 8.00457 -0.1 -0.1 -0.1
C -1.33306 -4.52940 6.78453 0.0 0.0 0.0
C -1.07953 -3.39754 5.86029 -0.1 -0.1 0.0
O -1.56651 -3.38265 4.74560 0.1 0.0 0.1
H -0.04344 -1.47975 5.66046 0.0 0.0 0.0
H 0.94845 -1.52984 7.94248 0.0 0.0 0.0
H -0.97663 -5.37470 8.69292 0.0 0.0 0.0
H -1.96729 -5.32308 6.41040 0.0 0.0 0.0
C -1.21657 3.91430 -5.92488 0.1 -0.1 0.0
C -0.96656 3.29459 -4.77492 -0.1 0.0 0.1
C -1.73495 3.61167 -3.54626 -0.2 0.2 0.1
O -1.51970 3.05446 -2.47688 0.3 0.0 -0.3
C -2.79044 4.64192 -3.64841 0.0 0.0 0.0
C -3.04425 5.26476 -4.79685 0.0 0.0 0.1
C -2.27834 4.95045 -6.02775 -0.1 0.1 0.0
O -2.50404 5.50987 -7.07333 0.0 0.0 0.0
H -0.66670 3.69788 -6.83216 0.0 0.0 0.0
H -0.19701 2.54027 -4.68986 0.1 0.0 -0.1
H -3.33905 4.85711 -2.74050 0.0 0.0 0.0
H -3.81270 6.02144 -4.88805 0.0 0.0 0.0
```
Positions in Å, forces in eV/Å.

**Total charge**: +1
**HOMO energy**: -0.428 Ha
**Kohn-Sham gap**: 7.23 eV
**LUMO level**: -4.42 eV

=====

A 2-piece molecular cluster, C5H14 overall at a distorted geometry. Source: the OMol25 dataset; level of theory: ωB97M-V/def2-TZVPD.

Structure (XYZ):
```
19
Properties=species:S:1:pos:R:3:forces:R:3
C 0.06377 1.34302 -0.38767 0.0 1.4 -1.9
C 1.36701 1.25482 0.40136 -0.6 3.1 -0.6
C 2.40855 1.07262 -0.63676 1.1 1.8 -1.7
H -0.01994 2.45753 -0.77147 0.1 -2.2 0.5
H 0.14297 0.68017 -1.30914 -0.3 0.8 1.1
H -0.85591 1.11956 0.11203 -0.2 0.0 0.4
H 1.53712 0.35910 0.98119 -0.7 0.3 1.2
H 1.47237 2.34994 0.85691 0.1 -2.8 0.1
H 2.35291 0.07867 -0.94675 -0.6 -1.7 -1.3
H 3.36679 1.02988 -0.19564 1.5 0.7 0.5
H 2.41327 1.77779 -1.55843 -0.1 -1.1 1.7
C -1.49628 -2.24593 0.95759 0.6 0.8 -1.5
C -2.05849 -1.22792 -0.02610 -0.8 2.3 -1.7
H -1.97991 -2.29592 1.88877 -1.2 -0.1 1.0
H -1.44037 -3.19703 0.49576 -0.3 -1.2 -0.3
H -0.47727 -2.05377 1.22821 0.8 0.6 -0.1
H -1.62351 -1.06885 -1.07133 0.3 -1.0 1.5
H -2.05047 -0.16849 0.29689 0.3 -0.8 0.6
H -3.12262 -1.26517 -0.31541 0.1 -1.0 0.6
```
Positions in Å, forces in eV/Å.

**Energy relative to the best compared isomer or geometry (same formula, charge and spin)**: 35.8 kcal/mol
**Total charge**: 0
**HOMO energy**: -0.406 Ha
**Kohn-Sham gap**: 12.20 eV
**Structure (SMILES)**: CCC.CC
**LUMO level**: 1.15 eV

=====

An isolated molecule of BrH2PS2 at a distorted geometry. Source: the OMol25 dataset; level of theory: ωB97M-V/def2-TZVPD.

Structure (XYZ):
```
6
Properties=species:S:1:pos:R:3:forces:R:3
S 0.85080 1.50661 0.60969 0.1 0.9 0.2
P -0.27924 0.27894 -0.55684 1.3 -3.1 0.5
S 0.85147 -1.74236 0.47119 -2.2 1.2 -2.6
Br -2.22565 -0.02565 0.39856 -0.5 0.1 0.3
H 0.65788 2.40610 -0.37293 0.3 0.4 0.3
H 0.14474 -2.42364 -0.54968 0.9 0.5 1.3
```
Positions in Å, forces in eV/Å.

**Energy relative to the best compared isomer or geometry (same formula, charge and spin)**: 14.2 kcal/mol
**Total charge**: 0
**HOMO energy**: -0.343 Ha
**Kohn-Sham gap**: 8.52 eV
**Structure (SMILES)**: SP(S)Br
**LUMO level**: -0.82 eV